69
Properties=species:S:1:pos:R:3 method="wB97M-V/def2-TZVPD" e_homo_ev="-16.816 / -16.775" charge=+3 fmax_ev_per_a=3.16 gap_ha="0.1912 / 0.1877"
Ru -0.74912 -1.10371 -1.16214
C -0.34274 -4.36450 2.12132
N -0.80192 -3.21390 1.31572
C -1.18165 -3.51911 -0.02993
C -0.81828 -1.98025 1.76776
N -0.91140 -0.92169 0.83573
C -0.94796 0.38552 1.24118
C -1.27355 0.88619 2.53174
C -0.98589 2.17273 2.85768
C -0.31841 3.03276 1.92439
C -0.16258 2.63943 0.64027
C -0.60791 1.34384 0.23541
N -0.72714 0.90536 -1.02885
C -0.87668 1.79324 -2.11315
N -1.29940 3.04344 -1.95875
C -0.80474 4.14231 -2.80727
C -2.36359 3.44631 -1.02534
N -0.61910 1.32921 -3.32903
C 0.14018 0.12693 -3.51385
C -1.32480 1.82317 -4.53154
N -0.71423 -1.78447 3.09067
C -1.59879 -2.48771 4.03646
C 0.40950 -1.05074 3.68494
H 0.32568 -4.95792 1.50172
H -1.18306 -4.98443 2.42942
H 0.20034 -4.02286 2.99286
H -0.91857 -4.54259 -0.28231
H -0.58074 -2.91898 -0.71810
H -2.24403 -3.38844 -0.20505
H -1.75523 0.24400 3.24818
H -1.23336 2.54205 3.84434
H 0.02227 4.01070 2.23825
H 0.28430 3.29900 -0.08774
H 0.04826 3.82068 -3.39637
H -0.49245 4.95131 -2.14683
H -1.58388 4.52933 -3.46199
H -2.72765 2.60347 -0.45018
H -3.19155 3.84345 -1.61314
H -2.01064 4.23201 -0.35980
H 1.13729 0.17719 -3.09034
H 0.20756 -0.10719 -4.57273
H -0.38292 -0.74264 -3.06568
H -2.11464 2.50799 -4.25125
H -1.78148 0.96643 -5.02423
H -0.63250 2.30559 -5.21889
H -2.42060 -2.96249 3.50685
H -2.01160 -1.74955 4.72459
H -1.06849 -3.23232 4.62867
H 0.93392 -0.46935 2.93356
H 1.10979 -1.76223 4.12675
H 0.06059 -0.38637 4.47384
O 1.41219 -1.17776 -0.87067
S 2.53994 -0.12995 -0.75221
C 4.04837 -0.97707 -1.24126
C 5.16706 -0.41753 -0.35083
C 4.55134 0.22186 0.92185
C 3.05943 -0.11170 0.96586
H 4.22076 -0.81086 -2.30258
H 3.83757 -2.03591 -1.07531
H 5.74916 0.32346 -0.89267
H 5.85041 -1.22498 -0.09830
H 4.68840 1.30149 0.90494
H 5.03419 -0.14545 1.82444
H 2.46686 0.62119 1.51290
H 2.85127 -1.12172 1.33150
I -3.90338 0.32861 -2.26206
C -2.71098 -1.31946 -1.69544
H -2.72428 -2.01193 -2.54327
H -3.25474 -1.76248 -0.86473

---

15
Properties=species:S:1:pos:R:3 method="wB97M-V/def2-TZVPD" e_homo_ev=-6.674 charge=0 relative_energy_kj_mol=936.88 fmax_ev_per_a=10.88 gap_ha=0.2582
C -1.22515 1.11663 0.06788
C 1.65717 1.08624 -0.37596
C 1.64758 -1.03118 0.28175
C -1.10374 -1.17550 0.05784
C 0.23020 -0.49554 -0.29945
C 0.23710 0.73039 0.26772
H -3.02672 -0.10758 -0.26724
H -1.99137 1.95114 0.37796
H 1.99719 2.22186 -0.03155
H 2.34296 -1.94275 0.54562
H -1.61114 -2.20841 -0.40947
H 0.12460 -0.53712 -1.38045
H 0.32978 0.48882 1.41871
N -1.92167 -0.04336 -0.12489
O 2.31320 -0.05366 -0.12847

---

9
Properties=species:S:1:pos:R:3 method="wB97M-V/def2-TZVPD" e_homo_ev=-10.054 charge=0 relative_energy_kj_mol=44.91 smiles="F/C=C/F.O=C=O" fmax_ev_per_a=2.03 gap_ha=0.3951
C -2.11690 -0.11933 -0.04819
C 1.29228 0.68843 0.11875
C 0.84909 -0.58220 -0.00648
O -2.17241 -1.25882 -0.05888
O -2.05863 1.02388 -0.00971
F 1.79274 1.22081 1.25561
F 0.37760 -0.88679 -1.23894
H 1.07469 1.44150 -0.60666
H 0.96155 -1.52748 0.59451

---

96
Properties=species:S:1:pos:R:3 method="wB97M-V/def2-TZVPD" e_homo_ev="-12.541 / -17.146" spin_multiplicity=5 charge=+3 relative_energy_kj_mol=107.33 fmax_ev_per_a=8.98 gap_ha="0.1263 / 0.1442"
C -2.01214 -1.86004 -0.80865
C 0.06020 -1.58075 -1.86698
C -2.40411 -2.77124 -1.77975
C -0.29366 -2.45580 -2.87942
C -1.54959 -3.05539 -2.83599
H -3.40665 -3.18403 -1.70512
H 0.40656 -2.62107 -3.69928
H -1.86332 -3.71341 -3.64105
N -0.75827 -1.37535 -0.81442
P -2.46081 0.41526 0.73863
P 2.02503 -0.56251 -0.08298
C -2.94822 -1.31524 0.24324
H -3.97686 -1.32669 -0.13706
H -2.95180 -1.97107 1.12873
C 0.02498 1.71905 1.66082
O 0.08064 2.71977 2.27071
C 1.27471 -0.70023 -1.86044
H 2.01124 -1.00713 -2.60379
C 3.46820 0.66983 -0.34724
C 2.73495 -2.28761 0.26133
C -3.25089 1.51073 -0.62288
C -3.44531 0.65721 2.36013
C 3.06696 2.04777 0.20597
H 3.01915 2.06116 1.30258
H 3.84023 2.76307 -0.11306
H 2.10998 2.39406 -0.20322
C 4.73736 0.20826 0.37993
H 4.60133 0.14290 1.46558
H 5.11655 -0.74376 -0.00834
H 5.51106 0.96738 0.19121
C 3.82345 0.86994 -1.83496
H 4.81281 1.35064 -1.86820
H 3.90023 -0.05795 -2.40942
H 3.11674 1.54494 -2.33182
C 3.43042 -2.28530 1.64435
H 3.12208 -1.43873 2.26864
H 3.15830 -3.19789 2.18985
H 4.52285 -2.27160 1.55244
C 1.56235 -3.28661 0.29319
H 0.71962 -2.89846 0.88267
H 1.21323 -3.53991 -0.71517
H 1.89970 -4.21475 0.77644
C 3.73797 -2.65528 -0.85802
H 3.84501 -1.90246 -1.65227
H 4.73319 -2.84453 -0.43253
H 3.42555 -3.59723 -1.32924
C -3.21514 2.09221 2.87820
H -3.28281 2.07319 3.97514
H -2.21965 2.48020 2.63257
H -3.97569 2.79662 2.52042
C -2.92114 -0.30043 3.43655
H -2.97768 -1.35527 3.14380
H -1.89713 -0.05707 3.73663
H -3.55385 -0.17566 4.32711
C -4.95632 0.37414 2.19425
H -5.32527 -0.11305 3.10826
H -5.54084 1.29752 2.09322
H -5.19742 -0.30474 1.36694
C -2.66997 1.22374 -2.02952
H -3.49054 1.16327 -2.76269
H -1.96766 2.01024 -2.33594
H -2.14823 0.26719 -2.09831
C -3.00348 2.97388 -0.22181
H -1.96073 3.16882 0.06517
H -3.23163 3.60904 -1.08792
H -3.66684 3.28397 0.59502
C -4.76202 1.27692 -0.73908
H -5.00643 0.23560 -0.98394
H -5.31198 1.59562 0.15065
H -5.11779 1.89985 -1.57214
Os -0.09335 0.19321 0.63696
N 0.15587 1.26457 -1.06973
C 0.73595 0.73603 -2.09297
C 0.83021 1.40526 -3.41760
C 0.78690 2.80775 -3.45460
C 0.94020 0.66530 -4.60330
C 0.94289 3.47200 -4.67569
H 0.64109 3.35381 -2.51906
C 1.06582 1.33526 -5.82260
H 0.91600 -0.42444 -4.55450
C 1.07369 2.73361 -5.86081
H 0.96374 4.56158 -4.70292
H 1.15864 0.74789 -6.73768
H 1.18246 3.24441 -6.82062
N 3.70842 0.67587 5.75593
C 2.80217 0.11649 5.27028
C 1.69905 -0.55852 4.61145
C 0.88542 -1.48999 5.25574
C -0.05931 -2.16534 4.50068
C -0.18978 -1.85695 3.14133
N 0.43385 -0.80124 2.58274
C 1.45984 -0.24782 3.27387
H 1.02498 -1.68962 6.32370
H -0.71299 -2.91986 4.94221
H -0.87352 -2.43883 2.51129
H 2.13096 0.44386 2.75815